This record from the OMol25 dataset describes 2 unconnected molecules or ions with the total composition C11H20ClFNO4. The level of theory is ωB97M-V with the def2-TZVPD basis set.

The gap between HOMO and LUMO comes out at 10.48 eV. For the calculated total energy, the calculation gives -1346.6779 a.u. The HOMO energy comes out at -13.59 eV. Its total charge is +1.

Structure (XYZ):
```
38
Properties=species:S:1:pos:R:3:forces:R:3
F 2.378 3.068 -1.572 0.07 -0.10 0.03
C 3.042 1.917 -1.114 0.03 0.03 -0.06
C 2.271 0.681 -1.532 0.11 -0.12 0.15
C 0.810 0.731 -1.057 -0.24 0.00 0.05
C -0.179 0.083 -2.024 -0.13 -0.21 -0.05
O -1.343 -0.498 -1.414 0.17 0.07 0.01
C -2.063 0.377 -0.563 0.17 0.05 0.01
C -2.229 1.759 -1.212 -0.25 -0.10 -0.05
N -2.074 1.608 -2.698 0.14 0.12 -0.09
C -0.784 0.918 -3.169 -0.01 -0.04 0.01
Cl 0.258 2.148 -3.867 -0.03 0.00 0.09
H 3.118 1.998 -0.026 -0.06 -0.02 -0.09
H 4.045 1.929 -1.546 -0.10 -0.02 0.06
H 2.759 -0.171 -1.050 0.00 0.01 -0.13
H 2.351 0.535 -2.613 -0.05 0.13 0.05
H 0.726 0.164 -0.126 0.06 0.08 -0.03
H 0.551 1.767 -0.839 -0.10 0.05 -0.05
H 0.327 -0.757 -2.512 -0.10 0.07 0.11
H -1.573 0.503 0.408 -0.01 -0.08 -0.07
H -3.032 -0.101 -0.407 0.09 0.06 -0.02
H -3.230 2.164 -1.040 0.17 0.02 0.02
H -1.495 2.490 -0.891 0.10 -0.04 0.01
H -2.083 2.536 -3.127 -0.04 -0.01 -0.05
H -2.871 1.098 -3.078 0.02 -0.10 0.05
H -1.102 0.245 -3.965 0.05 0.11 0.06
C -1.540 -1.908 3.496 0.01 0.02 0.04
C -0.245 -2.397 2.910 0.09 -0.04 -0.11
C 0.902 -2.600 3.885 0.00 0.09 0.04
O 2.051 -2.289 3.083 0.03 -0.02 0.08
C 1.671 -1.488 2.080 0.01 0.00 0.02
O 2.414 -0.928 1.335 -0.07 0.07 -0.09
O 0.321 -1.397 2.024 -0.05 -0.03 -0.01
H -2.263 -1.698 2.708 0.00 -0.01 0.00
H -1.963 -2.678 4.141 -0.01 0.01 0.02
H -1.383 -1.004 4.085 0.00 0.00 -0.01
H -0.395 -3.299 2.312 -0.05 0.01 0.00
H 1.000 -3.613 4.262 -0.01 -0.02 -0.03
H 0.855 -1.892 4.715 0.01 -0.03 0.03
```
Forces are in eV/Å.

natural (NBO) population analysis, charges in e, atoms 1 to 2: atom 1 (F): -0.39, atom 2 (C): 0.06

***

This record from the OMol25 dataset describes a molecular structure, C11H20F3N4O9SV. The level of theory is ωB97M-V with the def2-TZVPD basis set.

The gap between HOMO and LUMO (alpha / beta) comes out at 7.46 / 8.37 eV. The expectation value of S² is 2.02. For the calculated total energy, the calculation gives -2968.9804 a.u. The HOMO energy (alpha / beta) comes out at -8.91 / -8.91 eV. Its multiplicity is 3.

Structure (XYZ):
```
49
Properties=species:S:1:pos:R:3:forces:R:3
V -0.306 0.224 -0.602 -1.40 1.16 -1.26
N -1.507 2.582 -0.148 0.91 -1.00 -0.23
O -1.862 3.665 0.192 -0.25 -0.06 -0.22
O -0.749 2.339 -1.149 0.62 0.00 -0.28
O -1.751 1.502 0.466 -0.25 -0.40 0.84
N 1.013 -0.665 -2.724 -0.02 0.47 0.83
O 1.563 -1.109 -3.678 -0.14 -0.07 -0.10
O 0.951 0.566 -2.427 0.01 0.71 0.35
O 0.438 -1.367 -1.829 -0.49 -0.57 0.48
C -1.328 -3.433 1.755 -0.21 0.44 -0.55
F -1.578 -4.185 0.678 0.11 0.00 0.11
F -1.877 -3.992 2.818 0.02 -0.17 0.09
F -0.003 -3.366 1.923 -0.02 -0.08 0.10
S -2.065 -1.743 1.537 -0.88 0.01 1.12
O -3.398 -1.972 1.074 0.19 -0.09 -0.35
O -1.919 -1.134 2.828 0.48 0.08 -0.29
O -1.194 -1.132 0.496 0.89 -0.10 -0.34
N -2.121 -1.407 -3.322 -0.40 0.23 -0.10
C -1.980 -0.131 -3.792 -0.11 0.37 -0.19
C -2.481 0.727 -2.853 -0.80 -0.10 0.39
C -2.968 -0.065 -1.751 0.31 -0.57 -0.62
C -2.740 -1.379 -2.108 0.49 -0.33 0.00
H -1.942 -2.241 -3.852 0.22 -0.02 0.09
H -1.603 0.121 -4.768 0.11 -0.28 -0.02
H -2.706 1.770 -3.000 0.46 0.10 0.04
H -3.535 0.207 -0.879 0.13 0.26 0.03
H -2.883 -2.305 -1.577 -0.22 0.12 0.13
C 2.175 -1.737 0.566 0.42 -0.68 0.03
C 1.631 -0.666 1.487 -0.23 -0.12 0.44
N 1.241 0.638 0.847 0.18 -0.48 0.60
C 2.474 1.266 0.309 0.04 0.65 -0.50
C 2.281 2.661 -0.276 0.10 -0.30 -0.52
C 0.657 1.476 1.948 -0.31 0.44 0.25
C 1.550 1.814 3.140 0.66 -0.15 -0.51
H 2.810 -1.352 -0.231 -0.03 0.03 0.01
H 1.442 -2.411 0.129 -0.24 0.41 -0.07
H 2.809 -2.409 1.154 0.04 0.18 0.06
H 0.768 -1.028 2.047 -0.09 0.00 -0.25
H 2.354 -0.454 2.277 0.28 0.19 -0.27
H 2.845 0.649 -0.506 -0.02 -0.13 0.11
H 3.248 1.303 1.077 -0.06 -0.23 0.13
H 3.217 2.936 -0.766 0.05 0.08 0.16
H 2.021 3.446 0.430 -0.05 -0.08 0.13
H 1.545 2.621 -1.079 -0.08 0.19 0.15
H 0.343 2.422 1.510 -0.01 -0.05 -0.08
H -0.242 0.985 2.320 0.01 -0.13 -0.19
H 1.056 2.569 3.746 -0.11 -0.06 0.06
H 1.805 0.957 3.759 -0.23 -0.02 0.11
H 2.500 2.238 2.804 -0.07 0.14 0.09
```
Forces are in eV/Å.

natural (NBO) population analysis, charges in e, atoms 1 to 2: atom 1 (V): 1.69, atom 2 (N): 0.73